Below is C21H15BF4IIrN3 as an isolated structure at a distorted geometry, with properties calculated with wB97M-V/def2-TZVPD.

## Properties
multiplicity	6
charge	+2
LUMO level (alpha / beta)	-7.4 / -10.9	eV

The geometry in XYZ format:
```
46
C21H15BF4IIrN3 wB97M-V/def2-TZVPD
Ir 0.337 0.324 -0.068
I 2.936 0.934 0.766
F -0.680 3.105 -1.895
F 0.409 2.794 1.588
F 2.077 4.940 -0.722
F 1.914 2.137 -1.676
N 3.283 -2.572 -1.442
N 4.969 -1.516 -2.578
N 0.082 -1.785 -0.103
C 2.388 -4.661 0.414
C -1.052 -3.769 -0.778
C -1.001 -2.395 -0.602
C 3.661 -4.416 0.074
C -3.529 2.262 0.388
C -3.184 3.598 0.299
C 5.517 -3.259 -1.096
C 5.874 -2.273 -2.004
C 1.199 -3.902 0.041
C -1.306 1.528 -0.245
C -1.907 3.992 -0.098
C -0.126 5.646 -0.328
C 1.466 2.002 -0.438
C -0.930 2.940 -0.531
C 4.141 -3.384 -0.834
C 0.983 4.768 0.076
C 1.146 -2.521 0.220
C 3.697 -1.668 -2.298
C 0.056 -4.536 -0.454
C -2.590 1.239 0.123
C -1.451 5.325 -0.186
B 0.565 3.150 0.265
H 1.308 5.037 1.102
H 1.989 -2.017 0.674
H -1.849 -1.775 -0.862
H 2.970 -1.038 -2.790
H 6.248 -3.893 -0.624
H -4.530 1.981 0.673
H -1.951 -4.226 -1.160
H -2.924 0.216 0.235
H 0.168 6.595 -0.763
H 2.189 -5.537 1.021
H 0.043 -5.606 -0.595
H -2.187 6.118 -0.186
H -3.913 4.357 0.552
H 4.432 -5.073 0.450
H 6.906 -2.094 -2.280
```

Results of the Löwdin charge analysis, in e, for atoms 1 through 6:
1 Ir 1.150
2 I 1.031
3 F 0.062
4 F 0.083
5 F 0.035
6 F -0.003

Below is C21H15BrIrN3O4Se as an isolated structure, with properties calculated with wB97M-V/def2-TZVPD.

## Properties
multiplicity	2
charge	+1
LUMO level (alpha / beta)	-4.8 / -6.0	eV

The geometry in XYZ format:
```
46
C21H15BrIrN3O4Se wB97M-V/def2-TZVPD
Ir -0.309 -0.044 0.185
Br 0.657 -0.690 2.346
Se -1.314 2.349 1.173
O -2.124 -0.680 0.589
O -4.150 -1.018 -0.284
O -4.491 0.415 -4.609
O -5.268 -0.527 -2.743
N -2.000 0.865 -3.533
N -0.146 6.845 1.511
N -1.187 0.442 -1.579
C -0.798 4.161 1.300
C 0.686 5.902 1.945
C -3.015 0.273 -2.828
C -4.342 0.054 -3.473
C 1.664 -3.321 2.709
C 0.337 -1.822 -0.488
C 0.415 4.544 1.865
C -2.490 0.009 -1.606
C -1.301 6.460 0.976
C 0.399 1.541 -3.182
C 2.030 -4.608 2.264
C 1.119 -4.409 -1.337
C 0.914 -2.750 0.441
C -0.898 0.957 -2.763
C 0.579 -3.522 -2.217
C -1.684 5.132 0.845
C 1.858 -4.952 0.955
C -3.012 -0.618 -0.384
C 1.303 -4.046 0.019
C 1.137 -2.462 1.798
C 0.176 -2.238 -1.788
H -1.961 7.249 0.635
H -0.268 -1.588 -2.528
H 2.450 -5.310 2.970
H 0.787 1.033 -4.066
H 2.147 -5.937 0.609
H -2.639 4.871 0.410
H 0.289 2.600 -3.415
H 1.125 1.436 -2.379
H 1.618 6.244 2.379
H -4.966 -0.745 -1.828
H -2.118 1.181 -4.488
H 1.125 3.817 2.232
H 0.431 -3.801 -3.252
H 1.408 -5.402 -1.657
H 1.804 -3.032 3.742
```

Results of the Löwdin charge analysis, in e, for atoms 1 through 6:
1 Ir 0.925
2 Br 0.912
3 Se 0.926
4 O -0.190
5 O 0.132
6 O 0.144

Below is C21H15CaCl5N2O4SSi as an isolated structure, with properties calculated with wB97M-V/def2-TZVPD.

## Properties
charge	-2
LUMO level	4.4	eV

The geometry in XYZ format:
```
50
C21H15CaCl5N2O4SSi wB97M-V/def2-TZVPD
Ca 0.622 -0.252 1.310
Cl 5.311 0.242 -2.318
Cl 1.479 3.150 1.713
Cl 2.778 -1.239 -1.090
Cl 3.977 4.705 0.496
Cl 5.884 3.237 -1.528
S -0.493 1.384 -1.608
Si -2.047 -0.498 -3.859
O -2.019 -2.270 3.785
O 3.316 0.030 2.523
O -0.482 -2.025 2.151
O 4.074 1.108 4.372
N 0.956 -0.365 3.617
N -1.732 -0.060 0.246
C -3.663 -1.432 -0.170
C -0.984 -1.810 3.303
C -0.402 -0.708 5.539
C 1.889 0.235 4.362
C 2.553 2.367 0.514
C 2.243 1.079 0.168
C -2.375 -0.579 -2.029
C 4.244 1.086 -1.225
C -2.904 -1.995 -4.616
C 4.505 2.408 -0.866
C 3.121 0.477 -0.690
C -3.423 -1.336 -1.542
C -0.285 -0.615 -4.429
C 3.650 3.060 0.026
C -0.140 -0.878 4.192
C 0.517 0.002 6.300
C -2.850 1.006 -4.617
C -2.755 -0.823 0.664
C 3.235 0.511 3.674
C -1.587 0.165 -1.092
C 1.687 0.458 5.715
H -4.058 -1.886 -2.229
H 0.240 0.327 -4.279
H -1.297 -1.151 5.953
H -2.468 -2.930 -4.250
H -3.978 -2.020 -4.408
H -2.838 -0.970 1.735
H -2.696 1.021 -5.703
H -3.927 0.999 -4.420
H -0.280 -0.888 -5.491
H -2.779 -1.964 -5.704
H 0.263 -1.378 -3.868
H 2.473 0.957 6.264
H -4.473 -2.021 0.238
H -2.426 1.918 -4.190
H 0.339 0.160 7.358
```

Results of the Löwdin charge analysis, in e, for atoms 1 through 6:
1 Ca 1.329
2 Cl 0.604
3 Cl 0.594
4 Cl 0.579
5 Cl 0.611
6 Cl 0.602

Below is C21H15ClIN2OV as an isolated structure at a distorted geometry, with properties calculated with wB97M-V/def2-TZVPD.

## Properties
multiplicity	3
charge	0
LUMO level (alpha / beta)	-0.6 / -0.8	eV

The geometry in XYZ format:
```
42
C21H15ClIN2OV wB97M-V/def2-TZVPD
I 0.091 -5.383 -1.942
V -1.151 -0.645 0.013
Cl 3.227 -4.990 2.701
O -0.738 -2.383 -0.763
N -1.586 1.111 0.858
N 0.137 -1.038 1.489
C 0.129 -2.929 0.012
C -0.482 1.548 -1.890
C 2.054 -4.165 1.718
C -0.347 0.812 -4.228
C -0.597 1.804 -3.271
C -1.055 4.770 0.962
C -1.403 3.470 1.318
C 0.608 -2.272 1.185
C 0.011 -0.472 -3.828
C 0.671 -4.220 -0.238
C -0.682 2.623 -0.870
C -0.318 3.954 -1.183
C 1.568 -2.884 2.038
C 1.488 -0.905 3.461
C -0.501 5.011 -0.286
C 0.566 -0.389 2.585
C 1.992 -2.165 3.182
C -0.135 0.236 -1.529
C 0.109 -0.763 -2.472
C 1.612 -4.832 0.590
C -1.195 2.395 0.434
H -0.208 6.018 -0.568
H -1.209 5.588 1.660
H -1.831 3.296 2.302
H 1.806 -0.347 4.332
H -2.858 -1.041 0.015
H -2.660 1.030 1.095
H 0.124 0.590 2.733
H 2.723 -2.587 3.866
H 0.207 -1.242 -4.568
H -0.890 2.789 -3.626
H -0.432 1.048 -5.286
H 0.138 4.185 -2.143
H -1.353 0.955 1.925
H 0.377 -1.760 -2.136
H 1.994 -5.819 0.353
```

Results of the Löwdin charge analysis, in e, for atoms 1 through 6:
1 I 0.855
2 V 0.832
3 Cl 0.685
4 O -0.279
5 N -0.071
6 N -0.007

Below is C21H15F3MnN3O3S as an isolated structure at a distorted geometry, with properties calculated with wB97M-V/def2-TZVPD.

## Properties
multiplicity	6
charge	-1
LUMO level (alpha / beta)	2.9 / 2.8	eV

The geometry in XYZ format:
```
47
C21H15F3MnN3O3S wB97M-V/def2-TZVPD
Mn -0.236 0.053 -0.491
S -2.438 1.388 -1.255
F -3.832 2.570 -3.711
F -2.794 3.835 -5.090
F -2.884 4.366 -3.011
O 0.210 1.315 0.962
O 0.298 3.691 2.458
O -0.031 -1.707 -1.514
N -0.372 -1.375 0.980
N -0.343 -2.712 0.545
N -0.008 1.282 -2.214
C -0.140 1.298 2.204
C -0.049 3.987 1.102
C -0.395 2.473 4.322
C 0.269 -5.387 -3.392
C 0.804 2.124 -4.288
C -0.091 2.490 2.985
C 0.118 -4.154 -2.766
C 0.310 -6.549 -2.636
C -0.900 0.140 4.234
C 0.195 -6.473 -1.252
C -0.802 1.297 4.967
C -0.136 -2.724 -0.747
C 0.043 -5.241 -0.632
C -0.575 0.115 2.870
C -2.742 3.319 -3.837
C -1.449 2.584 -3.596
C 0.959 1.426 -3.110
C 0.005 -4.075 -1.388
C -1.254 1.794 -2.427
C -0.429 2.731 -4.503
C -0.631 -1.180 2.201
H -1.032 3.593 0.842
H -0.319 3.407 4.867
H 0.226 -7.378 -0.657
H 1.614 2.209 -4.999
H 1.907 0.962 -2.857
H -0.593 3.317 -5.396
H -0.047 -5.158 0.443
H -1.045 1.309 6.022
H 0.084 -3.234 -3.333
H -0.061 5.074 1.038
H 0.352 -5.439 -4.470
H -0.887 -2.057 2.804
H 0.679 3.581 0.406
H -1.226 -0.781 4.706
H 0.430 -7.511 -3.120
```

Results of the Löwdin charge analysis, in e, for atoms 1 through 6:
1 Mn 0.786
2 S 0.623
3 F 0.123
4 F 0.101
5 F 0.132
6 O -0.191

Below is C21H15F3MnN3O3S as an isolated structure, with properties calculated with wB97M-V/def2-TZVPD.

## Properties
multiplicity	6
charge	-1
LUMO level (alpha / beta)	2.9 / 2.8	eV

The geometry in XYZ format:
```
47
C21H15F3MnN3O3S wB97M-V/def2-TZVPD
Mn -0.561 0.090 -0.048
S -1.978 2.307 0.475
F -3.578 4.633 -1.488
F -5.528 3.816 -1.973
F -4.741 3.597 0.028
O 1.074 1.060 -0.708
O -1.541 -1.630 0.603
O 2.637 3.163 -1.722
N -2.047 0.630 -1.534
N 0.236 -1.865 2.080
N 0.725 -0.734 1.397
C 1.817 -0.231 1.824
C -2.640 1.733 -0.998
C -3.632 0.495 -3.308
C 3.713 1.294 1.819
C 2.532 0.875 1.188
C -1.542 -3.458 2.125
C -1.497 -5.384 3.571
C -0.906 -2.215 1.548
C -4.388 3.574 -1.265
C -2.806 -3.825 1.689
C -2.765 -5.750 3.131
C 2.112 1.450 -0.042
C -0.889 -4.242 3.070
C 4.503 2.276 1.276
C 2.933 2.507 -0.554
C -3.748 2.283 -1.703
C -4.222 1.662 -2.833
C 1.276 3.500 -2.007
C -2.533 0.033 -2.616
C -3.418 -4.968 2.191
C 4.091 2.881 0.081
H -4.002 -0.020 -4.182
H 0.732 3.773 -1.101
H -5.074 2.086 -3.350
H -3.295 -3.199 0.956
H 5.417 2.592 1.763
H -0.982 -5.991 4.306
H 4.675 3.674 -0.372
H -3.240 -6.642 3.522
H 0.095 -3.938 3.400
H 2.270 -0.674 2.717
H -1.997 -0.851 -2.945
H -4.408 -5.244 1.847
H 0.752 2.679 -2.487
H 1.329 4.359 -2.677
H 3.997 0.817 2.751
```

Results of the Löwdin charge analysis, in e, for atoms 1 through 6:
1 Mn 0.802
2 S 0.621
3 F 0.122
4 F 0.094
5 F 0.114
6 O -0.185

Below is C21H15F6IIrN8P as an isolated structure at a distorted geometry, with properties calculated with wB97M-V/def2-TZVPD.

## Properties
multiplicity	6
charge	+3
LUMO level (alpha / beta)	-8.5 / -12.3	eV

The geometry in XYZ format:
```
53
C21H15F6IIrN8P wB97M-V/def2-TZVPD
Ir 0.649 0.718 1.139
I 3.881 6.026 -1.659
P 0.570 0.341 4.832
F 1.431 1.538 2.773
F 0.043 -0.455 3.533
F 1.934 -0.414 4.672
F -0.617 1.317 4.542
F 1.309 1.503 5.514
F -0.007 -0.489 5.968
N 2.093 -0.764 0.913
N -3.707 2.833 0.575
N 3.935 -2.691 0.246
N -0.097 -0.231 -0.307
N 2.672 3.387 1.327
N -3.602 -4.394 -4.584
N 2.004 2.736 0.283
N -1.135 1.817 0.990
C -1.488 -1.908 -2.091
C -0.140 -2.274 -1.600
C -2.934 3.254 1.552
C -1.969 -4.191 -3.009
C -2.090 -0.684 -1.572
C -2.752 -4.988 -3.826
C -3.924 -3.110 -4.657
C 0.485 -1.420 -0.731
C -2.220 -2.792 -2.963
C -1.391 0.134 -0.699
C 2.240 3.453 -0.796
C 1.837 -1.627 -0.099
C -1.903 1.331 0.023
C -3.241 -2.257 -3.809
C 3.310 4.429 0.942
C -1.648 2.765 1.772
C 2.754 -2.614 -0.422
C 3.229 -0.860 1.555
C 3.082 4.580 -0.473
C -3.189 1.865 -0.160
C 4.177 -1.818 1.180
H -2.728 -6.063 -3.846
H 3.965 5.030 1.580
H 2.552 2.892 2.219
H 2.547 -3.312 -1.214
H 3.399 -0.180 2.369
H -1.350 -4.751 -2.327
H 5.128 -1.853 1.658
H -3.042 -0.331 -1.944
H -4.564 -2.832 -5.479
H 1.878 3.172 -1.777
H -3.833 1.475 -0.920
H -3.326 4.036 2.195
H -1.085 3.048 2.625
H -3.425 -1.215 -3.983
H 0.304 -3.158 -2.028
```

Results of the Löwdin charge analysis, in e, for atoms 1 through 6:
1 Ir 1.593
2 I 1.359
3 P 0.282
4 F -0.524
5 F -0.172
6 F -0.076

Below is C21H15F6N4O7S3Sn as an isolated structure, with properties calculated with wB97M-V/def2-TZVPD.

## Properties
charge	-1
LUMO level	2.3	eV

The geometry in XYZ format:
```
57
C21H15F6N4O7S3Sn wB97M-V/def2-TZVPD
Sn 0.598 0.103 -0.174
S -1.018 -2.250 -1.079
S 2.777 -2.878 2.144
S 0.838 -1.560 3.531
F 2.455 0.527 3.092
F 2.589 -0.334 5.068
F 0.873 0.863 4.531
F 3.802 -4.945 3.467
F 4.857 -3.084 3.773
F 5.052 -4.143 1.896
O 1.839 -0.602 -4.617
O 3.356 -1.689 1.588
O 0.770 0.384 -2.510
O -0.037 -1.813 4.632
O 0.285 -1.273 2.237
O 0.102 1.657 1.208
O 2.194 -3.814 1.213
N -1.251 1.076 -1.148
N 1.943 -2.683 3.466
N 1.471 -3.127 -1.187
N -1.493 0.774 -2.480
C -0.755 -0.931 -7.116
C -3.251 3.105 1.133
C -0.956 2.362 1.506
C 0.404 -3.086 -3.284
C -2.065 3.866 3.055
C 0.618 -0.518 -5.177
C -2.180 1.772 -0.591
C 2.708 -3.776 -3.076
C -1.734 -0.012 -5.137
C -0.396 0.415 -3.078
C 0.477 -0.965 -6.494
C 1.562 -3.523 -3.859
C 2.622 -3.568 -1.733
C -0.951 3.164 2.669
C -0.502 -0.030 -4.487
C -1.874 -0.453 -6.438
C 0.330 -2.863 -1.883
C 1.749 -0.037 4.071
C -3.240 3.837 2.296
C -2.132 2.370 0.715
C 4.195 -3.817 2.880
H -3.053 1.995 -1.209
H -2.031 4.453 3.966
H -0.471 -2.853 -3.871
H -2.585 0.356 -4.581
H -4.136 3.089 0.507
H -0.848 -1.283 -8.136
H -4.114 4.390 2.610
H 3.632 -4.117 -3.515
H 1.604 -3.658 -4.932
H 1.357 -1.334 -7.001
H 1.721 -0.285 -3.683
H -0.046 3.178 3.256
H 1.447 -3.035 -0.169
H 3.426 -3.730 -1.030
H -2.841 -0.428 -6.923
```

Results of the Löwdin charge analysis, in e, for atoms 1 through 6:
1 Sn 1.353
2 S 0.614
3 S 0.588
4 S 0.572
5 F 0.127
6 F 0.126

| no. | electronic energy (eV) |
| --- | --- |
| 1 | -48953.8478 |
| 2 | -172902.4001 |
| 3 | -132961.6225 |
| 4 | -73356.6702 |
| 5 | -82945.7532 |
| 6 | -82945.9054 |
| 7 | -70447.9631 |
| 8 | -96959.0938 |